Molecular formula: CH4O3
Method: DFT, the ωB97M-V functional and the def2-TZVPD basis

```
8
Properties=species:S:1:pos:R:3:forces:R:3
O 0.37429 -0.63962 -0.46609 -0.5 -0.5 -0.1
C 1.37194 -0.74554 0.16968 1.4 0.9 -0.1
O 1.90958 0.24795 0.91575 -0.5 -0.3 0.4
H 2.11365 -1.55524 0.16753 -0.4 -0.3 -0.1
H 1.21459 0.90782 1.06928 0.1 0.2 -0.2
O -2.18362 0.91951 -0.39665 -0.5 -0.6 -0.5
H -1.79391 0.44988 -1.15037 0.4 0.3 0.3
H -3.00652 0.41524 -0.30912 0.1 0.4 0.3
```
Forces are in eV/Å.

Results
LUMO: 0.8 eV
ΔE to the lowest compared entry with this formula, charge and spin: 34.8 kJ/mol
HOMO-LUMO gap: 11.84 eV
E_HOMO: -0.4053 Ha
SMILES: O=CO.O
total energy: -266.2228 Ha


Molecular formula: C31H43As3BrF6HfI2N5O3P2S4
Method: DFT, the ωB97M-V functional and the def2-TZVPD basis

```
101
Properties=species:S:1:pos:R:3:forces:R:3
Hf -0.47118 0.31837 -0.20991 -0.4 0.0 0.4
S 2.44840 0.69538 3.68628 0.2 0.1 0.1
As 0.63860 0.73680 2.66459 -0.1 -0.1 0.3
S 0.48892 2.22790 1.03461 -0.2 -0.1 0.2
S -0.01128 -1.16996 1.82653 0.2 0.2 0.0
S -0.53944 1.31444 4.34038 0.1 0.1 0.0
C 0.56784 1.02024 -5.06999 0.1 0.0 0.1
N 1.68885 1.09392 -4.11255 0.1 0.0 -0.4
C 3.00033 1.26075 -4.75701 -0.2 -0.1 0.0
P 1.37918 1.75152 -2.66501 -0.2 -0.3 0.5
O 0.20101 1.04907 -2.01811 0.5 0.5 -0.7
O 2.72334 1.51455 -1.85402 0.2 0.0 0.0
P 3.07592 0.29925 -0.84300 0.0 -0.2 0.0
O 1.79604 -0.25628 -0.30185 -0.3 0.1 -0.2
N 4.13643 1.02960 0.12409 0.2 0.2 0.3
C 4.00931 2.41550 0.59862 0.1 -0.1 0.0
C 5.02328 0.20676 0.96127 0.0 0.1 -0.1
N 3.89114 -0.84301 -1.65286 0.1 -0.1 -0.1
C 5.19464 -0.54999 -2.25036 -0.1 -0.1 0.0
C 3.54768 -2.26427 -1.62861 0.0 0.1 -0.1
N 1.21260 3.36097 -2.56168 -0.1 0.4 -0.2
C 2.34244 4.19332 -3.00557 -0.1 0.0 0.0
C -0.09478 4.00253 -2.80037 0.2 0.1 0.1
H 0.66181 0.10454 -5.65123 0.0 0.0 0.0
H 0.58766 1.88019 -5.74498 0.0 0.0 0.0
H -0.38462 0.98364 -4.54632 0.0 0.0 0.0
H 3.22466 0.35901 -5.32723 0.0 0.0 0.0
H 3.78665 1.40214 -4.02169 0.0 0.0 0.0
H 2.99545 2.11093 -5.44300 0.0 0.0 0.0
H 3.35900 2.99206 -0.05167 0.0 0.0 0.0
H 5.00303 2.86653 0.59711 0.0 0.0 0.0
H 3.60122 2.43429 1.60907 0.0 0.0 0.0
H 5.08985 -0.81265 0.58415 0.0 0.0 0.0
H 4.65100 0.17634 1.98652 0.0 0.1 0.0
H 6.02290 0.64358 0.95176 0.0 0.0 0.0
H 5.39541 0.51945 -2.26336 -0.1 0.0 0.0
H 5.21416 -0.92194 -3.27626 0.0 0.0 0.0
H 5.99390 -1.04113 -1.68980 0.0 0.0 0.0
H 2.66850 -2.42132 -1.01277 0.1 0.0 0.0
H 4.38080 -2.83394 -1.20817 0.0 0.0 0.0
H 3.33802 -2.63490 -2.63380 0.0 0.0 0.0
H 3.29569 3.72070 -2.77916 0.0 0.0 0.0
H 2.29705 5.13812 -2.46600 0.0 0.0 0.0
H 2.28654 4.40325 -4.07704 0.0 0.0 0.0
H -0.86985 3.50144 -2.24208 -0.1 -0.1 0.0
H -0.36002 4.02350 -3.85976 0.0 0.0 0.0
H -0.02077 5.02736 -2.43984 0.0 0.0 0.0
C 4.20931 -3.60633 3.97565 -0.1 0.0 0.0
C 3.36455 -4.71049 3.93675 0.0 0.1 0.0
C 2.43015 -4.83686 2.91839 0.1 0.1 0.0
C 2.34596 -3.85222 1.93574 0.1 0.0 0.1
C 3.18157 -2.74125 1.98127 0.0 0.0 0.1
C 4.11645 -2.62298 3.00107 0.0 0.0 0.0
As 1.10301 -4.01442 0.48276 -0.2 0.1 0.1
C 1.86389 -5.42093 -0.61256 0.0 -0.1 0.0
C 3.02567 -6.08265 -0.22322 0.1 0.0 -0.1
C 3.57010 -7.07263 -1.03129 0.0 0.0 0.0
C 2.96459 -7.41040 -2.23252 0.0 0.0 0.0
C 1.81397 -6.74743 -2.63307 0.0 0.0 0.0
C 1.26903 -5.75300 -1.83183 0.1 -0.1 0.0
C -0.46829 -4.77110 1.31620 0.0 -0.1 -0.1
C -1.32236 -5.58855 0.58147 0.0 0.0 0.1
C -2.50066 -6.05031 1.15150 0.0 0.0 0.0
C -2.83454 -5.68956 2.44993 0.0 0.0 0.0
C -1.99101 -4.86242 3.17853 0.0 0.0 0.0
C -0.80999 -4.39964 2.61390 -0.1 0.0 0.0
H 4.92929 -3.50681 4.77792 0.0 0.0 0.0
H 3.43118 -5.47307 4.70235 0.0 0.0 0.0
H 1.77830 -5.70168 2.89102 0.0 0.0 0.0
H 3.07150 -1.94735 1.24929 0.0 -0.1 0.1
H 4.75588 -1.74986 3.04863 0.0 -0.1 0.0
H 3.51900 -5.83073 0.70464 0.0 0.0 0.1
H 4.47165 -7.58203 -0.71611 0.0 0.0 0.0
H 3.38753 -8.18793 -2.85517 0.0 0.0 0.0
H 1.33631 -7.00220 -3.57091 0.0 0.0 0.0
H 0.37595 -5.24947 -2.17638 0.0 0.0 0.0
H -1.07176 -5.89041 -0.42757 0.0 0.0 0.0
H -3.15641 -6.69455 0.58002 0.0 0.0 0.0
H -3.75279 -6.05214 2.89476 0.0 0.0 0.0
H -2.24811 -4.57586 4.19053 0.0 0.0 0.0
H -0.16287 -3.74796 3.18917 0.0 -0.1 0.0
I -0.20561 -2.39976 -1.59129 -0.3 -0.7 -0.6
I -1.68886 -2.05153 -3.92398 0.1 0.1 0.1
Br -5.34666 -2.51355 1.81154 0.0 -0.1 0.0
C -4.36577 -0.91436 1.86807 -0.1 0.0 0.0
C -4.81387 0.17411 2.60188 0.0 0.1 0.0
C -4.04722 1.32297 2.59991 0.0 0.0 0.0
C -2.87926 1.34866 1.85928 0.0 0.1 0.1
N -2.45192 0.29285 1.17099 0.2 0.1 -0.3
C -3.18077 -0.82850 1.17591 0.1 0.0 0.1
H -5.74065 0.11765 3.15656 0.0 0.0 0.0
H -4.34628 2.20010 3.15637 0.0 0.0 0.0
H -2.26400 2.23682 1.80466 0.0 0.0 0.0
H -2.80268 -1.68413 0.63057 0.0 0.0 -0.1
F -1.92887 2.10017 -0.79436 0.1 0.3 0.0
As -3.19346 1.51701 -1.96574 -0.1 -0.1 0.0
F -2.05743 1.65778 -3.23140 0.2 0.0 -0.2
F -3.72951 3.09823 -2.22822 -0.1 0.2 0.0
F -4.23556 0.66726 -2.98722 -0.1 -0.1 -0.1
F -4.24897 1.30209 -0.65680 -0.2 0.0 0.3
F -2.33274 -0.03904 -1.45308 0.2 -0.3 -0.2
```
Forces are in eV/Å.

Results
LUMO (spin up / spin down): -3.8 / -4.4 eV
ΔE to the lowest compared entry with this formula, charge and spin: 84.8 kJ/mol
HOMO-LUMO gap (spin up / spin down): 6.48 / 5.83 eV
net charge: +1
E_HOMO (spin up / spin down): -0.3775 / -0.3770 Ha
multiplicity: 2
total energy: -14506.3079 Ha


Molecular formula: C25H16Cl3CuO2P
Method: DFT, the ωB97M-V functional and the def2-TZVPD basis

```
48
Properties=species:S:1:pos:R:3:forces:R:3
Cu 0.43253 -0.15769 -2.11139 0.0 0.1 -0.1
O 2.56727 -1.49970 -3.27835 0.2 -0.1 -0.5
C 2.21699 -1.01709 -2.25209 -0.4 0.0 0.4
C 3.01254 -1.06791 -0.98499 0.2 0.0 0.4
C 4.38491 -1.30569 -1.01455 0.0 0.0 -0.1
C 5.10196 -1.32722 0.16745 0.0 0.0 0.1
C 4.45445 -1.11850 1.38509 0.0 0.0 -0.1
C 3.08776 -0.88896 1.41825 0.0 0.0 0.1
C 2.36236 -0.85816 0.23309 -0.2 0.0 -0.2
P 0.56733 -0.56223 0.10824 0.0 0.2 0.0
C -0.24626 -1.96136 0.92434 0.1 0.0 0.0
C -1.62262 -1.88035 1.14101 0.0 0.0 0.0
C -2.30188 -2.94839 1.70220 0.0 0.0 0.0
C -1.61676 -4.10874 2.04270 0.0 0.0 0.0
C -0.25192 -4.19766 1.81911 0.0 0.0 0.0
C 0.43542 -3.12692 1.26035 0.0 0.0 0.0
C 0.19532 0.88788 1.13607 0.0 -0.1 0.0
C 0.10087 2.12447 0.49726 0.0 0.0 0.0
C -0.15771 3.26920 1.23936 0.0 0.0 0.0
C -0.32672 3.18232 2.61435 0.0 0.0 -0.1
C -0.24119 1.94990 3.25185 0.0 0.0 0.0
C 0.01663 0.80419 2.51672 0.0 0.0 0.0
H 4.86886 -1.46488 -1.96976 0.0 0.0 0.0
H 6.16948 -1.50315 0.14919 0.0 0.0 0.0
H 5.02194 -1.13357 2.30635 0.0 0.0 0.0
H 2.58786 -0.72378 2.36532 0.0 0.0 0.0
H -2.16057 -0.97883 0.87006 0.0 0.0 0.0
H -3.36850 -2.87656 1.86963 0.0 0.0 0.0
H -2.14919 -4.94345 2.47948 0.0 0.0 0.0
H 0.28502 -5.10052 2.07921 0.0 0.0 0.0
H 1.50185 -3.20295 1.08886 0.0 0.0 0.0
H 0.21467 2.19499 -0.58100 0.0 0.0 0.0
H -0.23919 4.22278 0.73402 0.0 0.0 0.0
H -0.53553 4.07419 3.19092 0.0 0.0 0.0
H -0.38281 1.88225 4.32296 0.0 0.0 0.0
H 0.06052 -0.15899 3.01229 0.0 0.0 0.0
Cl -5.90188 2.81606 -3.24730 0.1 0.0 0.0
C -4.20699 2.43456 -3.10251 0.0 0.0 0.0
C -3.79877 1.11652 -3.13443 0.0 -0.1 0.0
C -2.45063 0.83584 -3.01764 -0.1 -0.1 0.0
Cl -1.93767 -0.84153 -3.02464 0.0 0.0 0.0
C -1.44620 1.81101 -2.87978 0.0 0.1 0.0
O -0.18431 1.54500 -2.79065 0.0 0.0 0.1
C -1.93949 3.13624 -2.83288 0.0 0.0 0.0
Cl -0.78888 4.41473 -2.60503 0.0 0.0 0.0
C -3.27875 3.45070 -2.94572 0.0 0.1 0.0
H -4.51866 0.31786 -3.24615 0.0 0.0 0.0
H -3.59343 4.48405 -2.90687 0.0 0.0 0.0
```
Forces are in eV/Å.

Results
LUMO (spin up / spin down): -0.3 / -1.1 eV
ΔE to the lowest compared entry with this formula, charge and spin: 0.0 kJ/mol
HOMO-LUMO gap (spin up / spin down): 7.14 / 6.43 eV
E_HOMO (spin up / spin down): -0.2746 / -0.2781 Ha
multiplicity: 2
total energy: -4475.1697 Ha


Molecular formula: C5H6O
Method: DFT, the ωB97M-V functional and the def2-TZVPD basis

```
12
Properties=species:S:1:pos:R:3:forces:R:3
C 0.85194 -1.65390 -0.42372 0.0 -0.1 0.0
C 0.69127 -0.29302 -1.10869 0.0 0.1 0.0
C -0.17123 0.57762 -0.30820 -0.3 0.3 0.4
C -0.82852 1.21189 0.48337 0.3 -0.3 -0.2
C -1.54035 1.92409 1.53123 0.0 -0.1 0.2
O -1.65790 1.48961 2.65562 0.0 0.2 -0.5
H 1.15285 -1.51110 0.61744 0.0 -0.1 -0.1
H -0.09803 -2.19434 -0.43403 0.1 0.0 0.0
H 1.60836 -2.26328 -0.92534 -0.1 0.1 0.0
H 0.29792 -0.39958 -2.12548 0.0 0.0 0.2
H 1.66045 0.20665 -1.21159 -0.1 -0.1 0.0
H -1.96676 2.90537 1.24937 0.1 -0.2 0.0
```
Forces are in eV/Å.

Results
LUMO: 0.3 eV
ΔE to the lowest compared entry with this formula, charge and spin: 173.3 kJ/mol
HOMO-LUMO gap: 10.67 eV
E_HOMO: -0.3793 Ha
SMILES: CCC#CC=O
total energy: -269.2802 Ha